DFT (ωB97M-V/def2-TZVPD) results for 12 unconnected molecules or ions with the total composition C56H127N7O24.

Element x y z (Å)
C (6.26881, 6.11923, 0.46453)
O (5.15839, 5.29932, 0.10421)
C (5.25493, 4.04643, 0.68458)
C (4.14142, 3.29330, 0.14245)
N (2.91609, 4.08052, -0.03119)
H (3.21821, 5.02299, -0.31108)
H (2.29856, 3.68627, -0.70672)
C (2.25112, 4.29949, 1.28597)
C (1.09771, 5.27739, 1.09698)
O (1.35738, 6.17530, 0.03685)
C (0.48071, 7.26036, 0.08629)
H (6.36412, 6.38638, 1.49847)
H (6.08926, 7.03374, -0.07271)
H (7.23311, 5.59716, 0.22417)
H (5.32895, 4.19579, 1.74426)
H (6.21245, 3.60906, 0.38460)
H (3.80484, 2.35295, 0.57681)
H (4.46092, 3.04820, -0.88425)
H (3.02308, 4.68063, 1.89535)
H (1.80449, 3.42137, 1.84266)
H (0.93112, 5.71847, 2.09452)
H (0.24059, 4.66801, 0.81989)
H (0.87256, 7.98946, 0.78981)
H (-0.48474, 6.92487, 0.33898)
H (0.51126, 7.75530, -0.88552)
C (-0.34962, -5.73801, 1.05557)
O (-0.48255, -4.47069, 0.39954)
C (-0.78224, -3.45195, 1.27104)
C (-0.53680, -2.14157, 0.68203)
N (0.82390, -1.95484, 0.07348)
H (1.56830, -2.14874, 0.76234)
H (0.76447, -2.70162, -0.64487)
C (1.06517, -0.63801, -0.52845)
C (2.44626, -0.68691, -1.17368)
O (2.28844, -1.68525, -2.27497)
C (3.13587, -2.83084, -2.14018)
H (-1.32196, -6.08966, 1.37351)
H (0.31335, -5.62733, 1.92118)
H (0.06032, -6.43180, 0.32021)
H (-0.16919, -3.48894, 2.23793)
H (-1.86956, -3.53031, 1.52991)
H (-0.72965, -1.36707, 1.43638)
H (-1.24274, -2.01741, -0.10361)
H (1.07123, 0.12822, 0.26619)
H (0.23906, -0.47148, -1.23941)
H (3.23697, -0.94269, -0.43378)
H (2.77302, 0.28566, -1.64543)
H (2.88368, -3.56788, -2.87993)
H (3.11800, -3.23177, -1.11091)
H (4.15663, -2.58445, -2.36977)
C (-6.01282, 3.73591, -0.40821)
O (-5.47633, 3.35047, -1.63999)
C (-4.40343, 4.17814, -2.11402)
C (-3.55475, 3.30907, -3.02137)
N (-2.87768, 2.22745, -2.28541)
H (-1.83360, 2.36514, -2.44266)
H (-2.98981, 2.12643, -1.30171)
C (-3.29913, 0.87517, -2.78567)
C (-2.39186, 0.27251, -3.81823)
O (-1.31776, -0.29083, -3.09255)
C (-0.27557, -0.69048, -3.95224)
H (-6.36476, 2.75325, -0.04230)
H (-6.90282, 4.41588, -0.48264)
H (-5.35095, 4.15555, 0.30492)
H (-3.81215, 4.58924, -1.23917)
H (-4.77340, 5.07555, -2.62804)
H (-2.73911, 3.91846, -3.35214)
H (-4.07562, 2.84703, -3.82724)
H (-4.34218, 1.00718, -3.15507)
H (-3.23451, 0.26855, -1.93832)
H (-2.03576, 1.07476, -4.45991)
H (-2.99791, -0.39636, -4.37700)
H (0.31458, 0.19474, -4.17695)
H (-0.68328, -1.18226, -4.84439)
H (0.26723, -1.43887, -3.34225)
C (6.18182, -1.81779, -0.26896)
O (6.80219, -2.40490, 0.87128)
C (6.93194, -1.68179, 2.06885)
C (6.89796, -2.80605, 3.19925)
N (6.08491, -3.97207, 2.77979)
H (5.14947, -3.64589, 2.73894)
H (6.39220, -4.33577, 1.86657)
C (6.11288, -4.95792, 3.86436)
C (4.99387, -5.97557, 3.82381)
O (4.77644, -6.24617, 2.45543)
C (3.40551, -6.21486, 2.15801)
H (5.85584, -2.68145, -0.80453)
H (6.81336, -1.17090, -0.85257)
H (5.32871, -1.15880, -0.01881)
H (6.12345, -0.99000, 2.29038)
H (7.85949, -1.11094, 2.05453)
H (6.43343, -2.27864, 4.00565)
H (7.90196, -3.21737, 3.43074)
H (6.09625, -4.42964, 4.79757)
H (7.10371, -5.36821, 3.76465)
H (4.05079, -5.61656, 4.17937)
H (5.21559, -6.91847, 4.27784)
H (3.18844, -6.70633, 1.15110)
H (2.89867, -5.19784, 2.26965)
H (2.89155, -6.73931, 2.94440)
C (-2.78698, -4.33470, -2.32310)
C (-3.64166, -3.08964, -2.41273)
C (-4.61444, -2.72564, -1.29694)
C (-5.60357, -3.83892, -1.11239)
N (-6.55913, -3.69843, 0.03983)
C (-5.79689, -3.60953, 1.36489)
C (-6.97180, -3.67096, 2.33745)
C (-8.05753, -4.50682, 1.55699)
C (-7.51378, -4.80157, 0.20939)
C (-7.33131, -2.42403, -0.26978)
H (-2.01989, -4.27628, -3.10186)
H (-3.32534, -5.21479, -2.58911)
H (-2.24790, -4.58121, -1.33506)
H (-4.29014, -3.26124, -3.28266)
H (-3.00452, -2.22317, -2.55788)
H (-4.99875, -1.74217, -1.56894)
H (-4.09909, -2.52875, -0.38000)
H (-5.08063, -4.78867, -0.99232)
H (-6.20426, -3.94176, -2.02290)
H (-5.12791, -2.77898, 1.45550)
H (-5.32799, -4.57102, 1.42401)
H (-7.33110, -2.67995, 2.77011)
H (-6.70463, -4.29289, 3.20835)
H (-8.98851, -3.99450, 1.50104)
H (-8.20088, -5.48467, 2.04880)
H (-8.29066, -4.73089, -0.55120)
H (-7.05013, -5.78561, 0.10723)
H (-7.84914, -2.16323, 0.63476)
H (-7.88701, -2.60457, -1.14380)
H (-6.61840, -1.60691, -0.33382)
C (4.84779, -0.98201, -5.51063)
C (3.76044, 0.07687, -5.33380)
C (4.38199, 1.50262, -5.25576)
C (3.47919, 2.42114, -4.49404)
N (3.34442, 3.84242, -5.06275)
C (2.20235, 4.64225, -4.36842)
C (1.93201, 5.76642, -5.38985)
C (2.02105, 5.15184, -6.76167)
C (2.86448, 3.85690, -6.50779)
C (4.63824, 4.63270, -4.96085)
H (4.34175, -1.98206, -5.53087)
H (5.63494, -1.07298, -4.72572)
H (5.35212, -0.82068, -6.44087)
H (3.29176, -0.12526, -4.39334)
H (3.08675, -0.04284, -6.15645)
H (4.52541, 1.90480, -6.28995)
H (5.35811, 1.42907, -4.84297)
H (3.77789, 2.57555, -3.40182)
H (2.45584, 2.02724, -4.38659)
H (2.51464, 4.99566, -3.39436)
H (1.37003, 3.95845, -4.31123)
H (2.70780, 6.47825, -5.17687)
H (0.96493, 6.34515, -5.20377)
H (2.46942, 5.90169, -7.49626)
H (1.03869, 4.89489, -7.22079)
H (3.72584, 3.72627, -7.14445)
H (2.14849, 3.05106, -6.60758)
H (5.50157, 4.07448, -5.35211)
H (4.81149, 4.80500, -3.85541)
H (4.54183, 5.61710, -5.39027)
C (-4.71581, 0.63233, 7.26376)
C (-5.01034, 0.17685, 5.84449)
C (-4.52815, 1.14058, 4.83117)
C (-3.04653, 1.13216, 4.60764)
C (-2.51947, -0.23299, 4.29388)
C (-2.84778, -1.26185, 5.42131)
N (-4.30590, -1.15123, 5.64279)
O (-4.92072, -2.09338, 5.46446)
C (-2.20184, -0.79479, 6.69138)
C (-2.37663, -2.70842, 5.01170)
C (-6.48991, -0.00846, 5.69733)
H (-3.66187, 0.78421, 7.36272)
H (-5.14333, -0.01828, 7.99495)
H (-5.22981, 1.58326, 7.37490)
H (-4.91270, 2.11425, 5.11037)
H (-4.90681, 0.86681, 3.87626)
H (-2.49079, 1.62892, 5.38400)
H (-2.84976, 1.74419, 3.70974)
H (-1.47393, -0.16127, 4.09036)
H (-3.00434, -0.51748, 3.33277)
H (-2.66801, -1.19312, 7.61443)
H (-2.21952, 0.26576, 6.73593)
H (-1.16734, -1.11887, 6.74646)
H (-2.36242, -3.36223, 5.86191)
H (-1.32065, -2.51011, 4.63572)
H (-3.08238, -3.07487, 4.26380)
H (-7.11551, 0.84709, 5.84822)
H (-6.87717, -0.76623, 6.36518)
H (-6.76834, -0.42695, 4.74540)
O (3.73690, -1.21208, 3.53360)
C (3.09028, -2.01959, 2.73070)
O (3.82822, -2.82102, 2.16460)
O (1.83603, -1.85144, 2.64497)
H (2.94381, -0.85263, 3.98566)
O (-4.83644, 0.89042, 0.48000)
C (-4.86252, -0.30525, 1.11327)
O (-5.85872, -0.66111, 1.77857)
O (-3.75399, -0.87038, 1.06430)
H (-5.51899, 1.43005, 0.92614)
O (-1.78302, 0.94251, -0.01507)
C (-1.06384, 1.39537, 1.04188)
O (-0.35153, 2.35798, 0.84206)
O (-1.27354, 0.85172, 2.21042)
H (-2.33306, 0.17731, 0.33487)
O (-0.44107, 3.26466, -1.49501)
C (0.40660, 2.79870, -2.49395)
O (-0.20080, 2.49335, -3.53171)
O (1.64327, 2.81520, -2.30550)
H (-0.27555, 2.87572, -0.58097)
O (7.13201, 1.94757, -2.47176)
C (6.13951, 1.10567, -1.96249)
O (5.96133, 0.06173, -2.60475)
O (5.65218, 1.65822, -0.95329)
H (7.21073, 1.65597, -3.30523)

Summary:
Multiplicity = 1
Energy above the lowest of the compared OMol25 structures with the same formula, charge and spin = 20.0 kcal/mol
E = -4398.2902 hartree
Net charge = +2